60
Properties=species:S:1:pos:R:3:nbo_charge:R:1 method="wB97M-V/def2-TZVPD" total_charge=0 lumo_ev=0.478 homo_lumo_gap_ev=9.2502 e_tot_ha=-1703.1033
C 7.56795 0.77762 -4.27100 -0.255
H 8.53562 0.36975 -4.55771 0.206
O 6.77747 -0.33567 -3.91902 -0.483
C 5.49924 -0.13441 -3.52516 0.331
C 4.77208 -1.29009 -3.21303 -0.256
C 3.46260 -1.19752 -2.79496 -0.161
C 2.86705 0.04791 -2.69080 -0.407
C 3.56842 1.19547 -2.99776 -0.101
C 4.88528 1.11294 -3.41805 -0.331
H 5.41793 2.01839 -3.66009 0.226
H 3.06567 2.14679 -2.92304 0.234
S 1.21067 0.19733 -2.04528 2.348
O 0.66170 1.45787 -2.44727 -0.941
O 0.46856 -1.00098 -2.31346 -0.946
N 1.40529 0.26317 -0.39943 -0.699
C 1.94751 1.48521 0.14985 -0.235
C 1.97291 1.40857 1.68065 -0.403
H 2.93812 1.02600 2.01936 0.204
H 1.83553 2.40513 2.09944 0.242
C 0.86821 0.47855 2.19797 -0.313
C -0.49483 1.10267 1.86166 0.692
O -0.92583 2.01085 2.54740 -0.647
N -1.16038 0.58179 0.81925 -0.634
H -0.69105 -0.05140 0.19037 0.414
C -2.43475 1.10347 0.36179 -0.057
C -2.38969 1.30596 -1.14818 -0.618
H -3.30968 1.76936 -1.49442 0.213
H -2.26864 0.34945 -1.65360 0.208
H -1.55009 1.93621 -1.43019 0.232
H -2.57964 2.06092 0.87527 0.224
C -3.56757 0.14681 0.75615 -0.380
H -3.38980 -0.83044 0.30068 0.198
H -4.50779 0.53422 0.35970 0.206
C -3.68902 -0.01092 2.27629 -0.426
C -4.85692 -0.88789 2.62074 -0.017
C -4.70225 -2.26279 2.74245 -0.214
C -5.78643 -3.07481 3.02437 -0.206
C -7.04477 -2.52128 3.18611 -0.226
C -7.21125 -1.15226 3.06418 -0.224
C -6.12494 -0.34370 2.78227 -0.163
H -6.25854 0.72498 2.69126 0.199
H -8.19066 -0.71375 3.19099 0.210
H -7.89180 -3.15378 3.40821 0.211
H -5.64947 -4.14251 3.11978 0.209
H -3.72104 -2.70010 2.62003 0.204
H -3.81269 0.97549 2.72615 0.219
H -2.76708 -0.44351 2.66881 0.210
C 1.10479 -0.95004 1.68738 -0.405
C 1.77335 -0.94135 0.30097 -0.245
H 2.86690 -1.01024 0.39983 0.182
H 1.42834 -1.77889 -0.30605 0.239
H 0.15801 -1.48971 1.65177 0.217
H 1.75618 -1.47861 2.38562 0.220
H 0.91267 0.48191 3.29214 0.244
H 2.96363 1.66980 -0.23408 0.189
H 1.29902 2.29241 -0.19510 0.231
H 2.88335 -2.07749 -2.56576 0.238
H 5.26411 -2.24427 -3.31218 0.232
H 7.13921 1.32168 -5.11769 0.181
H 7.69923 1.45974 -3.42558 0.179

***

60
Properties=species:S:1:pos:R:3:nbo_charge:R:1 method="wB97M-V/def2-TZVPD" total_charge=0 lumo_ev=-0.109 homo_lumo_gap_ev=8.3328 e_tot_ha=-1380.1789
O -3.59839 1.85115 3.62417 -0.586
O 1.08842 -4.83749 0.44149 -0.632
O 4.49899 -2.49602 -2.83332 -0.628
O 0.53427 1.98866 3.59400 -0.677
O -3.61472 2.69045 1.18648 -0.690
C -2.41721 2.17206 3.71308 0.579
C 1.65701 -4.34203 -0.51816 0.678
C 3.96595 -2.42703 -1.73450 0.659
C -2.12325 -0.60345 -0.68706 -0.205
C -1.67726 -0.91444 -1.98259 -0.202
C -1.20566 -0.23431 0.30576 -0.220
C 0.52608 2.63669 1.35885 -0.344
C -0.11296 2.95358 0.16490 -0.117
C -0.30662 -0.86469 -2.27756 -0.220
C 0.16619 -0.20556 0.01950 -0.178
C -0.20300 2.34480 2.50341 0.425
C -2.25045 2.68256 1.25816 0.462
C -1.61158 2.38964 2.48967 -0.381
C -1.50758 2.98382 0.10026 -0.130
C 0.61566 -0.53183 -1.26991 -0.045
N 4.73188 -2.54569 -0.64007 -0.613
N 1.74661 -3.01867 -0.62919 -0.628
C -1.89595 2.42113 5.12584 -0.717
C 2.26351 -5.24104 -1.57613 -0.716
C 4.35229 -2.43111 0.76973 -0.412
C -3.70283 1.64793 -2.11723 -0.608
C -2.15865 3.43425 -1.19635 -0.421
C -2.33085 2.32135 -2.23395 -0.396
C 2.08939 -0.74781 -1.51423 -0.417
C 2.43727 -2.23991 -1.67076 -0.125
H -0.02339 1.56607 4.26265 0.483
H -3.95449 2.35202 2.04819 0.510
H -3.17350 -0.67728 -0.44356 0.221
H -2.38609 -1.20912 -2.74312 0.218
H -1.55474 -0.03908 1.30733 0.216
H 1.61019 2.60782 1.39765 0.225
H 0.47845 3.18541 -0.71647 0.219
H 0.04043 -1.14189 -3.26267 0.214
H 0.87330 0.00605 0.80774 0.206
H 5.70965 -2.69456 -0.84079 0.409
H 1.24092 -2.49993 0.07167 0.416
H -1.35385 1.54706 5.49314 0.217
H -2.73329 2.61400 5.80330 0.256
H -1.23871 3.29505 5.14192 0.239
H 1.99258 -6.27217 -1.35326 0.246
H 3.34681 -5.14552 -1.56610 0.232
H 1.87117 -4.97115 -2.55405 0.225
H 5.24298 -2.26188 1.37707 0.213
H 3.87139 -3.35195 1.10613 0.209
H 3.67065 -1.59324 0.91973 0.195
H -3.76730 0.78762 -2.78894 0.201
H -4.48866 2.35691 -2.39543 0.205
H -3.89643 1.32314 -1.09326 0.213
H -3.12559 3.90607 -0.99504 0.223
H -1.52582 4.21066 -1.63776 0.209
H -1.51377 1.60991 -2.13410 0.212
H -2.25347 2.75281 -3.23644 0.198
H 2.65675 -0.31845 -0.68841 0.207
H 2.37884 -0.22018 -2.42398 0.239
H 2.04844 -2.56117 -2.63737 0.227

***

57
Properties=species:S:1:pos:R:3:nbo_charge:R:1 method="wB97M-V/def2-TZVPD" total_charge=+1 lumo_ev=-5.161 homo_lumo_gap_ev=4.5599 e_tot_ha=-1174.5607
C 1.93911 1.42502 -3.36959 -0.634
C 1.08184 0.30145 -2.88212 -0.070
C -0.12817 0.60554 -2.07769 -0.628
C 1.42780 -0.96788 -3.26036 0.015
N 0.63584 -2.09022 -3.09932 -0.471
C 1.37967 -3.35613 -3.13133 -0.243
C 0.49093 -4.43433 -2.53681 -0.071
O -0.76358 -4.51170 -3.22135 -0.521
C -1.48085 -3.27460 -3.22312 -0.071
C -0.65973 -2.12454 -3.78995 -0.239
H 1.57724 2.38138 -2.98657 0.207
H 2.99051 1.29691 -3.07170 0.222
H 1.93167 1.47531 -4.47036 0.225
H -0.03038 1.61153 -1.64710 0.210
H -1.05830 0.60118 -2.67110 0.210
H -0.25798 -0.09385 -1.24372 0.195
H 2.42308 -1.16508 -3.68155 0.182
H 1.65698 -3.62325 -4.17023 0.185
H 2.28589 -3.22973 -2.52966 0.210
H 0.94980 -5.41998 -2.68978 0.204
H 0.35889 -4.22397 -1.45533 0.156
H -2.35189 -3.46928 -3.86350 0.204
H -1.81562 -3.00250 -2.19995 0.149
H -1.18641 -1.17618 -3.64399 0.207
H -0.52830 -2.29189 -4.88210 0.185
C -3.36815 5.93304 2.40719 -0.265
O -3.81325 4.87277 1.52608 -0.454
C -3.19269 3.66606 1.56334 0.428
C -3.53154 2.74009 0.54117 -0.293
C -2.79842 1.59270 0.39074 -0.028
C -1.70663 1.27463 1.26075 -0.221
C -0.95628 0.09971 0.99415 0.087
C 0.19056 -0.35227 1.69839 -0.118
C 0.46258 -1.75602 1.74857 -0.104
C 1.51019 -2.25611 2.47510 -0.272
C 2.35406 -1.37967 3.20490 0.419
O 3.36593 -1.95131 3.90823 -0.456
C 4.21299 -1.11599 4.73348 -0.265
C 2.11249 0.01814 3.16774 -0.319
C 1.07320 0.50951 2.40342 -0.111
C -1.53028 2.12021 2.39664 -0.081
C -2.21088 3.31485 2.52212 -0.321
H -3.99393 6.78343 2.12491 0.226
H -3.53796 5.66675 3.45894 0.193
H -2.30805 6.17017 2.24451 0.195
H -4.34043 3.00927 -0.13170 0.253
H -3.06731 0.89037 -0.39878 0.222
H -1.43277 -0.62130 0.32611 0.228
H -0.21560 -2.44355 1.24134 0.231
H 1.73199 -3.32068 2.52202 0.253
H 4.95536 -1.81372 5.12812 0.225
H 4.70381 -0.33172 4.14056 0.192
H 3.63931 -0.66412 5.55423 0.194
H 2.75088 0.69921 3.73323 0.242
H 0.92012 1.58649 2.36541 0.228
H -0.86425 1.82035 3.20125 0.229
H -1.98308 3.99554 3.34616 0.244

***

73
Properties=species:S:1:pos:R:3:lowdin_charge:R:1 method="wB97M-V/def2-TZVPD" total_charge=0 lumo_ev=-2.189 homo_lumo_gap_ev=6.3076 e_tot_ha=-6480.8092
C -1.06319 1.46389 -3.00526 0.061
C -0.43809 1.40616 -1.72114 -0.121
C 0.50866 1.37423 -0.33808 -0.375
C 1.86258 2.19973 -0.70065 -0.088
C 1.41297 3.77341 -1.40280 -0.170
C 2.66108 4.49198 -2.37584 -0.002
O 1.28209 3.81159 -2.96006 -0.277
N 0.67911 -0.07861 -0.02428 -0.508
Br -0.66441 -1.18307 -0.70429 0.872
C 2.02593 -0.66808 -0.27923 -0.262
C 2.35553 -0.96849 -1.89211 -0.198
C 2.26875 -2.56618 -2.27955 -0.218
C 3.46881 -3.49173 -1.65902 -0.092
C 3.14224 -5.13243 -1.70925 -0.191
F 1.79391 -5.25852 -1.03883 -0.005
F 4.22953 -5.73625 -0.85106 -0.012
C 3.16098 -5.63755 -3.26087 -0.207
F 4.33076 -5.01150 -3.98363 0.001
F 1.95168 -5.17388 -4.03958 0.008
S 3.28366 -7.47619 -3.53703 1.087
F 4.91146 -7.58848 -3.01928 -0.177
F 2.62745 -7.89650 -2.01545 -0.178
F 1.65592 -7.48524 -4.16391 -0.211
F 3.80226 -7.18560 -5.18035 -0.205
F 3.34979 -9.15859 -3.90533 -0.187
C -0.38298 2.04241 0.91478 -0.623
Cl 0.51828 3.35074 1.86003 0.691
N -1.75955 2.34631 0.44466 0.068
C -2.09252 3.63979 0.27030 -0.243
C -2.54928 4.73387 1.43859 -0.069
C -2.21594 4.25223 -1.28200 -0.057
O -0.53597 0.92360 1.90842 -0.212
C -1.60721 1.20087 2.86915 -0.323
O -2.79587 0.38798 2.55001 -0.144
C -4.05146 1.03430 2.93634 -0.213
C -5.14983 1.15517 1.68299 -0.210
C -4.81273 -0.08051 0.65391 -0.139
C -1.05021 0.58533 4.32409 -0.416
Cl 0.18447 -0.82777 4.17080 0.557
C -1.47592 1.07771 5.66034 -0.576
C -0.89434 0.37462 7.05981 -0.137
Cl -2.65371 2.49155 5.87342 0.540
H -1.42354 1.03752 -4.06079 0.073
H 2.59311 2.42503 0.17871 0.110
H 2.49487 1.78485 -1.58993 0.115
H 0.71528 4.54513 -0.70034 0.134
H 2.16959 5.54228 -2.62510 0.115
H 3.26356 3.81944 -3.11946 0.122
H 1.99759 -1.76569 0.19633 0.117
H 2.93552 -0.14890 0.27516 0.140
H 1.73921 -0.27063 -2.61505 0.111
H 3.49206 -0.63125 -2.02356 0.117
H 2.39407 -2.61486 -3.46606 0.123
H 1.17710 -3.00773 -2.08411 0.096
H 4.54600 -3.25966 -2.10943 0.146
H 3.57435 -3.25249 -0.49466 0.137
H -1.83068 5.67144 1.27097 0.098
H -2.34372 4.36877 2.53034 0.063
H -3.63724 5.13627 1.28213 0.094
H -2.73266 3.45837 -2.00496 0.089
H -1.21204 4.68048 -1.69283 0.072
H -2.97961 5.17038 -1.25934 0.082
H -1.82022 2.32960 3.08225 0.112
H -4.59463 0.36368 3.75653 0.140
H -3.96154 2.10962 3.38179 0.088
H -5.02074 2.20108 1.13414 0.100
H -6.25600 1.09838 2.06211 0.106
H -3.80033 0.17654 0.12723 0.062
H -4.73160 -1.09496 1.23118 0.088
H -5.65903 -0.16920 -0.15465 0.076
H 0.17499 -0.08582 6.91438 0.067
H -0.83608 1.26139 7.85522 0.082
H -1.70234 -0.39137 7.43306 0.090